{"formula": "C22H45BO9S3", "method": "ωB97M-V with the def2-TZVPD basis set", "elements": ["C", "C", "B", "C", "C", "C", "C", "C", "C", "C", "C", "C", "C", "C", "H", "H", "H", "H", "H", "H", "H", "H", "H", "H", "H", "H", "H", "H", "H", "H", "H", "H", "H", "H", "H", "C", "C", "O", "S", "C", "O", "O", "H", "H", "H", "H", "H", "H", "H", "H", "C", "C", "O", "S", "C", "O", "O", "H", "H", "H", "H", "H", "H", "H", "H", "C", "C", "O", "S", "C", "O", "O", "H", "H", "H", "H", "H", "H", "H", "H"], "positions_angstrom": [[-2.5823, -2.1529, -4.0892], [-2.6238, -0.6604, -3.3365], [-1.4053, 0.3064, -3.9649], [-1.2577, 1.8909, -3.5466], [0.2699, 2.5064, -3.7743], [1.1749, 2.0650, -2.4393], [2.7511, 1.7477, -2.8177], [1.1070, 3.3667, -1.4082], [-0.3618, -0.5004, -5.0016], [-0.7029, -0.6944, -6.5946], [0.3659, -1.5428, -7.5146], [1.7156, -2.1764, -6.7901], [2.0853, -1.9673, -5.1825], [1.0036, -1.1079, -4.2565], [-1.5755, -2.7393, -3.8601], [-3.4487, -2.8315, -3.6478], [-2.7994, -2.0282, -5.2323], [-3.6779, -0.1748, -3.5216], [-2.3530, -0.8060, -2.2055], [-2.0744, 2.5989, -4.0525], [-1.4531, 1.9848, -2.3735], [0.1986, 3.6975, -3.7997], [0.7658, 2.1548, -4.7807], [0.7062, 1.1271, -1.9027], [3.1175, 2.4087, -3.7395], [3.4186, 1.9612, -1.8801], [2.9378, 0.6234, -3.1417], [2.0099, 4.1007, -1.5867], [1.0171, 2.9744, -0.3080], [0.1273, 4.0069, -1.6385], [-1.6973, -0.2307, -7.0354], [0.1218, -1.7113, -8.6652], [2.4587, -2.8097, -7.4472], [3.0335, -2.4192, -4.6580], [1.1744, -0.9353, -3.0975], [0.5416, -0.3588, 5.5546], [0.8176, 0.9372, 4.8146], [1.6397, 0.7215, 3.6761], [0.9737, 0.0492, 2.3492], [2.3157, 0.3724, 1.2326], [-0.1665, 0.8440, 1.9410], [0.8832, -1.3803, 2.5471], [-0.0689, -1.0364, 4.9507], [0.0053, -0.1657, 6.4883], [1.4765, -0.8812, 5.7817], [-0.1149, 1.4372, 4.5301], [1.3598, 1.6191, 5.4784], [2.4205, 1.4510, 1.1042], [2.0770, -0.0979, 0.2758], [3.2287, -0.0631, 1.6423], [3.5385, -5.7164, -1.6452], [2.0597, -5.4256, -1.8233], [1.4282, -5.1584, -0.5789], [1.6773, -3.7108, 0.1271], [0.4105, -3.8402, 1.3643], [1.3072, -2.6638, -0.8030], [2.9621, -3.7312, 0.7903], [4.0763, -4.8302, -1.2960], [3.9886, -6.0311, -2.5912], [3.6910, -6.5025, -0.8986], [1.9001, -4.5987, -2.5242], [1.5708, -6.3083, -2.2492], [-0.5644, -3.8651, 0.8747], [0.4829, -2.9633, 2.0119], [0.5782, -4.7471, 1.9480], [-4.5873, 3.8706, 4.4459], [-4.4857, 4.5449, 5.8017], [-3.8615, 3.6997, 6.7580], [-2.2460, 3.4974, 6.6835], [-2.0440, 2.6996, 8.2567], [-1.6062, 4.7957, 6.7402], [-1.9445, 2.5363, 5.6461], [-3.5974, 3.7131, 4.0077], [-5.1687, 4.4830, 3.7507], [-5.0607, 2.8877, 4.5373], [-3.9589, 5.5030, 5.7291], [-5.4944, 4.7585, 6.1709], [-2.3061, 3.4028, 9.0491], [-0.9970, 2.4022, 8.3503], [-2.6847, 1.8167, 8.2899]], "forces_ev_per_angstrom": [[-0.92, -0.28, 1.00], [0.80, -0.82, -1.03], [-0.46, -0.63, -0.30], [0.67, 0.95, 0.59], [-0.25, 0.05, 0.53], [0.41, 1.11, -0.52], [-0.03, -0.18, -0.28], [-0.78, -0.21, -0.33], [2.46, -1.27, -1.49], [3.99, -1.83, 1.83], [0.36, 0.60, 4.25], [-2.01, 1.76, 1.88], [-4.42, 1.94, -1.38], [-0.43, -0.91, -4.71], [-2.08, 1.49, -0.79], [1.68, 1.40, -0.90], [0.72, -0.35, 2.19], [1.97, -0.88, 0.78], [-0.89, 0.38, -1.89], [1.64, -1.69, 0.91], [0.17, -0.18, -2.40], [0.30, -2.62, 0.04], [-1.08, 0.49, 2.01], [0.82, 1.83, -1.12], [-0.84, -1.25, 2.15], [-1.15, -0.33, -1.80], [-0.57, 2.34, 0.69], [-1.65, -1.64, 0.52], [0.45, 1.02, -1.98], [2.04, -1.50, 0.60], [2.39, -1.12, 0.97], [0.79, 0.31, 2.81], [-1.69, 1.47, 1.46], [-2.04, 0.93, -1.42], [-0.40, -0.49, -2.74], [-0.08, -0.33, -0.07], [-0.90, 0.06, 0.94], [0.14, -0.49, -1.51], [0.51, 1.12, 0.13], [0.09, 0.02, 0.13], [0.66, -1.05, 0.53], [-0.18, 1.57, 0.28], [0.04, 0.11, 0.10], [0.08, 0.07, -0.10], [-0.10, 0.12, 0.03], [0.21, -0.10, -0.07], [0.13, -0.04, -0.40], [-0.08, -0.14, 0.10], [-0.12, -0.06, 0.17], [-0.16, 0.01, -0.02], [0.31, 0.15, 0.13], [0.67, -0.21, -0.88], [-0.27, 0.91, 0.75], [-0.67, -0.63, 0.63], [-0.08, -0.44, -0.14], [0.73, -0.50, 0.34], [-0.67, 0.35, -0.83], [-0.08, -0.11, -0.06], [-0.13, -0.01, 0.06], [-0.06, 0.06, -0.16], [-0.06, 0.01, 0.17], [-0.17, 0.21, 0.31], [0.18, -0.06, -0.05], [0.04, -0.54, -0.49], [0.05, 0.03, -0.21], [0.22, -0.16, -0.24], [-0.49, 0.60, -0.99], [1.26, -0.49, 0.65], [-0.47, 0.20, 0.25], [-0.19, -0.01, 0.05], [-0.50, -1.11, -0.46], [-0.03, 0.91, 0.59], [-0.14, 0.04, 0.05], [0.01, -0.03, 0.15], [0.00, 0.18, 0.01], [0.07, -0.17, 0.11], [0.29, -0.17, 0.27], [0.01, -0.07, -0.18], [-0.12, 0.12, -0.17], [0.07, 0.14, -0.06]], "orbital_gap_ev": 8.51, "de_lowest_kcal_mol": 225.1, "energy_ha": -2761.38307, "lumo_ha": 0.015, "smiles": "CCB(CCC(C)C)c1ccccc1.CCOS(C)(=O)=O.CCOS(C)(=O)=O.CCOS(C)(=O)=O", "homo_energy_ev": -8.09}